Entry 1:
15
Properties=species:S:1:pos:R:3 method="wB97M-V/def2-TZVPD" gap_ev=9.687 fmax_ev_per_a=1.6 energy_ev=-8292.1076
C -0.937 1.151 0.100
C -0.334 -0.206 -0.194
C 1.032 -0.197 -0.786
C 1.918 0.707 -0.476
N 2.820 1.364 0.055
C -0.747 -1.355 0.657
N -1.159 -1.271 -0.744
H -0.313 1.719 0.801
H -1.026 1.736 -0.822
H -1.930 1.042 0.550
H 1.360 -1.031 -1.394
H 2.975 0.624 0.760
H -1.490 -1.164 1.431
H -0.045 -2.152 0.892
H -2.123 -0.969 -0.829


Entry 2:
15
Properties=species:S:1:pos:R:3 method="wB97M-V/def2-TZVPD" gap_ev=9.656 fmax_ev_per_a=1.2 energy_ev=-8292.6193
C -1.389 -1.523 -0.435
N 0.548 -1.068 -1.139
C 0.112 -1.388 0.209
C 0.366 -0.148 0.982
C 0.607 0.785 0.040
C 0.835 2.257 0.128
N 0.645 0.182 -1.243
H -1.455 -2.041 -1.409
H -1.789 -0.514 -0.585
H -1.943 -2.085 0.298
H 0.400 -2.350 0.648
H 0.383 -0.010 2.061
H 1.687 2.475 0.777
H -0.043 2.764 0.537
H 1.036 2.662 -0.868


Entry 3:
15
Properties=species:S:1:pos:R:3 method="wB97M-V/def2-TZVPD" gap_ev=8.259 fmax_ev_per_a=8.7 energy_ev=-8288.6797
C -1.233 -0.225 -0.591
C -0.268 -1.336 -0.385
C 1.137 -0.884 -0.459
C 1.797 0.221 0.053
C 0.078 1.602 1.075
H -2.365 -0.419 0.026
H -1.546 0.156 -1.855
H -0.538 -1.874 0.583
H -0.442 -1.996 -1.484
H 1.892 -1.737 -0.937
H 2.941 0.209 0.222
H -0.177 2.201 1.945
H -1.778 1.925 0.260
N 1.378 1.145 1.133
N -0.874 1.013 0.413


Entry 4:
15
Properties=species:S:1:pos:R:3 method="wB97M-V/def2-TZVPD" gap_ev=8.477 fmax_ev_per_a=0.3 energy_ev=-8294.1325
C -1.149 -1.091 0.629
N -0.206 -0.666 -0.405
C 1.085 -1.138 -0.121
C 1.940 -0.098 -0.029
C 1.195 1.107 -0.284
C -0.089 0.722 -0.516
N -1.209 1.467 -0.883
H -2.178 -0.868 0.343
H -1.044 -2.162 0.817
H -0.904 -0.548 1.555
H 1.229 -2.202 0.012
H 2.987 -0.159 0.233
H 1.555 2.125 -0.210
H -2.073 1.077 -0.533
H -1.138 2.436 -0.607


Entry 5:
15
Properties=species:S:1:pos:R:3 method="wB97M-V/def2-TZVPD" gap_ev=9.856 fmax_ev_per_a=1.2 energy_ev=-8293.3251
C -2.338 -0.108 1.233
N -1.115 0.002 0.345
C -0.338 -1.095 0.349
C 0.799 -0.859 -0.353
C 0.767 0.501 -0.716
C 2.106 1.072 -1.257
N -0.400 1.064 -0.337
H -2.172 -0.957 1.924
H -3.288 -0.359 0.733
H -2.508 0.757 1.873
H -0.572 -1.946 0.967
H 1.538 -1.589 -0.624
H 2.539 0.380 -2.000
H 2.845 1.066 -0.438
H 2.136 2.072 -1.698


Entry 6:
15
Properties=species:S:1:pos:R:3 method="wB97M-V/def2-TZVPD" gap_ev=10.828 fmax_ev_per_a=1.1 energy_ev=-8293.6808
C 1.086 0.653 0.925
C 0.257 0.021 -0.168
C -0.217 -1.406 0.108
C -1.547 -1.338 0.724
N -2.604 -1.178 1.167
C -0.646 0.872 -0.966
N 0.576 0.321 -1.559
H 0.570 0.603 1.890
H 2.053 0.147 1.025
H 1.278 1.708 0.701
H 0.468 -1.949 0.770
H -0.283 -1.961 -0.833
H -0.710 1.923 -0.693
H -1.567 0.450 -1.364
H 1.310 1.023 -1.611